i:
11 unconnected molecules or ions with the total composition C20H67N5O11, computed with ωB97M-V/def2-TZVPD.

Geometry as ORCA input:
```
! RIJCOSX wB97M-V def2-TZVPD def2/J DEFGRID3
* xyz 0 1
C 5.64751 4.54864 -0.01766
O 5.68448 5.12800 1.29676
C 6.92958 4.93913 1.95718
C 7.00756 5.38442 3.46958
C 6.36459 6.71826 3.77957
N 8.39930 5.52435 4.02024
H 4.67646 4.46665 -0.50598
H 5.91723 3.50210 0.12402
H 6.39321 4.89983 -0.73088
H 7.28701 3.91880 1.81823
H 7.60694 5.61657 1.43724
H 6.51525 4.60741 4.05440
H 6.65103 7.49800 3.07381
H 6.68370 7.16664 4.72043
H 5.27702 6.68309 3.84323
H 8.88104 4.66417 3.80091
H 8.81639 6.23448 3.43556
C -4.94517 -6.02348 0.89475
O -5.01400 -6.91705 -0.10247
C -6.29471 -7.11619 -0.68162
C -6.01379 -7.76869 -2.04273
C -5.04081 -6.97527 -2.99079
N -7.23723 -7.94362 -2.84708
H -5.42634 -6.35065 1.81645
H -5.40804 -5.08491 0.58993
H -3.92537 -5.86495 1.24544
H -6.96032 -7.66039 -0.01162
H -6.77334 -6.15798 -0.88368
H -5.58129 -8.75962 -1.90443
H -5.38281 -5.99836 -3.33254
H -4.76925 -7.69432 -3.76365
H -4.09361 -6.71039 -2.52094
H -6.79363 -7.93714 -3.75443
H -7.68647 -7.04658 -2.96356
C 5.93376 -7.67017 6.26720
O 5.60788 -6.80724 5.14397
C 4.17594 -6.69195 4.91035
C 3.97068 -5.69797 3.75353
C 4.46548 -4.29356 4.20469
N 2.53726 -5.59607 3.42478
H 5.48970 -8.65012 6.09226
H 5.63796 -7.38165 7.27584
H 7.01499 -7.80660 6.24634
H 3.88714 -7.70101 4.61626
H 3.65131 -6.42727 5.82838
H 4.51753 -5.92813 2.83915
H 4.05287 -4.02831 5.17809
H 4.11617 -3.56874 3.46935
H 5.53937 -4.21294 4.37309
H 2.21976 -6.55077 3.33619
H 2.49349 -5.22784 2.48533
C 0.19369 2.00770 2.29725
O -0.91460 1.28781 1.72780
C -0.81454 1.07902 0.32848
C -1.92159 0.06507 -0.23608
C -1.80283 -0.34725 -1.72133
N -3.14888 0.82304 -0.06495
H 0.13201 2.03836 3.38507
H 0.17211 3.04770 1.97164
H 1.15433 1.55153 2.05810
H -0.79758 2.02536 -0.21213
H 0.18292 0.66404 0.18368
H -2.06584 -0.86214 0.31853
H -2.13051 -1.37057 -1.90449
H -0.75809 -0.37973 -2.03044
H -2.34635 0.32541 -2.38482
H -3.31385 1.44068 -0.84687
H -3.13176 1.39244 0.76906
C -0.88315 6.85504 -4.43096
O -1.40762 7.05867 -3.12182
C -2.62907 7.79947 -3.35709
C -3.21147 8.16822 -1.97073
C -3.69324 7.01479 -1.15536
N -4.37053 8.95261 -2.13026
H -1.33953 6.07598 -5.04160
H 0.14520 6.52588 -4.28182
H -0.86373 7.76109 -5.03660
H -2.39183 8.76828 -3.79667
H -3.40638 7.17856 -3.80247
H -2.53886 8.77596 -1.36546
H -4.33593 6.39099 -1.77659
H -4.39587 7.33438 -0.38577
H -2.93218 6.43326 -0.63508
H -4.05680 9.78489 -2.60879
H -4.62969 9.36978 -1.24770
O -0.06821 0.66691 -7.86663
H 0.26095 0.26400 -8.67010
H -0.88382 1.09378 -8.12892
O -7.23002 1.13507 -7.37628
H -6.30290 1.09950 -7.61171
H -7.43368 2.06978 -7.34376
O -7.90869 -1.37472 0.28328
H -8.05578 -1.52116 1.21770
H -7.08585 -0.88731 0.24336
O 3.83507 -0.12295 -5.28551
H 2.93604 0.01617 -5.58322
H 3.74500 -0.63120 -4.47940
O -0.56036 -1.98082 4.98119
H -0.05784 -2.51146 4.36302
H -0.50337 -1.09035 4.63473
O 3.39579 -3.21420 -2.07917
H 3.11846 -4.00346 -2.54433
H 4.34758 -3.29433 -2.01681
*
```

Values from the calculation:
HOMO level (eV): -8.95
Lowest unoccupied orbital energy (eV): 0.2
Gap between HOMO and LUMO (eV): 9.130
Structure (SMILES): COC[C@H](C)N.COC[C@H](C)N.COC[C@H](C)N.COC[C@H](C)N.COC[C@H](C)N.O.O.O.O.O.O


ii:
11 unconnected molecules or ions with the total composition C20H67N5O11, computed with ωB97M-V/def2-TZVPD.

Geometry as ORCA input:
```
! RIJCOSX wB97M-V def2-TZVPD def2/J DEFGRID3
* xyz 0 1
C -6.28820 2.80120 2.27262
O -5.15407 1.96458 2.61935
C -4.55839 1.33833 1.48227
C -3.51261 0.26024 1.95295
C -2.57298 0.73784 3.08752
N -2.69219 -0.23144 0.83088
H -7.11666 2.14872 1.99693
H -6.05780 3.43472 1.41607
H -6.78553 3.35657 3.06781
H -5.28187 0.98037 0.74978
H -3.98030 2.06995 0.91778
H -4.08525 -0.59245 2.31780
H -2.95621 0.48802 4.07687
H -2.35351 1.80531 3.10831
H -1.58932 0.26915 3.05846
H -2.07240 0.55262 0.68523
H -2.01371 -0.90796 1.15037
C 2.00616 -3.88748 -2.83371
O 3.26642 -3.53693 -2.24985
C 3.29947 -2.14022 -1.93870
C 4.75748 -1.82732 -1.52393
C 5.19272 -2.67806 -0.28938
N 4.92284 -0.44098 -1.13877
H 1.97008 -3.57430 -3.87713
H 1.27324 -3.41051 -2.18301
H 1.72584 -4.93796 -2.75614
H 3.05954 -1.46128 -2.75697
H 2.60420 -1.83788 -1.15557
H 5.44396 -1.91502 -2.36605
H 6.27855 -2.58321 -0.28171
H 5.04297 -3.75768 -0.28007
H 4.72080 -2.29228 0.61427
H 4.63107 0.23971 -1.82553
H 4.49774 -0.23671 -0.24565
C 0.72629 2.97649 3.98953
O 1.01672 2.91429 2.61797
C 2.20182 3.54987 2.20906
C 2.54754 3.42491 0.69310
C 2.80161 2.02577 0.03252
N 3.69322 4.31073 0.41049
H -0.32143 2.67886 4.03186
H 0.93204 3.96329 4.40425
H 1.30306 2.28122 4.59947
H 2.02572 4.59842 2.44914
H 3.04743 3.17717 2.78712
H 1.69902 3.88509 0.18679
H 1.91482 1.40548 0.16277
H 3.70636 1.50062 0.33871
H 2.89036 2.14091 -1.04774
H 4.37962 4.17500 1.13886
H 4.13160 4.05149 -0.46170
C -2.48435 1.43264 -2.41765
O -3.23037 0.96659 -3.50764
C -4.31716 1.86553 -3.87725
C -5.34394 1.04838 -4.69969
C -6.48010 2.00021 -5.11667
N -5.89964 -0.14225 -3.99482
H -1.57562 0.83345 -2.36049
H -2.99055 1.31336 -1.45972
H -2.36591 2.51594 -2.44095
H -4.78607 2.15945 -2.93819
H -3.84755 2.66244 -4.45389
H -4.77380 0.80674 -5.59671
H -6.98434 2.45616 -4.26463
H -7.20186 1.38662 -5.65580
H -6.18196 2.93277 -5.59579
H -6.16609 0.13934 -3.06218
H -5.20843 -0.86603 -3.85898
C 3.92763 -0.20807 2.82696
O 2.97493 -1.28138 2.50965
C 3.42408 -2.50440 3.14149
C 2.48020 -3.73357 2.99935
C 2.09366 -3.90518 1.49452
N 1.23714 -3.59416 3.76398
H 4.10366 0.02910 3.87618
H 3.52102 0.75247 2.51052
H 4.91810 -0.37811 2.40487
H 4.41941 -2.58770 2.70506
H 3.57832 -2.32550 4.20559
H 2.96926 -4.61193 3.42053
H 2.98400 -4.22236 0.95158
H 1.90531 -2.98507 0.94133
H 1.24102 -4.57824 1.40460
H 1.04035 -2.61993 3.94359
H 0.60796 -4.01861 3.09760
O 0.20327 -1.06929 1.90570
H 1.14587 -1.23180 1.94197
H -0.06827 -1.02610 2.82256
O -0.00383 -1.99267 -4.18505
H -0.44212 -2.19633 -3.35882
H 0.52335 -1.21732 -3.99231
O -1.59448 -2.96753 -1.44667
H -2.25425 -2.53612 -0.90370
H -1.91109 -3.86596 -1.54061
O 0.28374 -1.02511 -0.97779
H -0.44648 -1.60447 -1.19541
H 0.29100 -0.99714 -0.02103
O -0.73046 2.17261 0.48228
H -0.20025 1.40992 0.71339
H -0.41670 2.86734 1.06120
O 1.32342 0.18086 -3.10604
H 1.30702 1.13743 -3.13677
H 1.08386 -0.03443 -2.20465
*
```

Values from the calculation:
HOMO level (eV): -8.97
Lowest unoccupied orbital energy (eV): 0.2
Gap between HOMO and LUMO (eV): 9.162
Structure (SMILES): COC[C@H](C)N.COC[C@H](C)N.COC[C@H](C)N.COC[C@H](C)N.COC[C@H](C)N.O.O.O.O.O.O


Verdict on stability: i comes out at the bottom.


i:
A single C9H12N2 molecule, computed with ωB97M-V/def2-TZVPD.

Geometry as ORCA input:
```
! RIJCOSX wB97M-V def2-TZVPD def2/J DEFGRID3
* xyz 0 1
C -1.64829 -2.33678 -0.07914
C -2.08892 -1.05908 -0.01183
C 0.08682 -1.03219 -0.01332
C 0.24573 1.57041 -0.02780
C -0.97307 1.07662 0.02462
C 1.35691 -0.25257 0.04261
C -2.29579 1.80140 0.07927
C 2.15826 -0.15685 -1.21020
C 2.21141 -0.25478 1.20036
N -0.25389 -2.30649 -0.06786
N -1.03558 -0.26309 0.02878
H -1.94134 -3.32758 -0.10375
H -2.92532 -0.52935 0.04514
H 0.65685 2.55392 -0.07221
H -2.24129 2.81110 0.41967
H -2.90159 1.30042 0.81637
H -2.82068 1.59292 -0.83616
H 3.21093 -0.42653 -1.07991
H 2.15834 0.85836 -1.59284
H 1.66565 -0.72876 -1.98996
H 3.01302 0.50114 1.04998
H 2.66552 -1.20483 1.19510
H 1.69632 -0.18739 2.18310
*
```

Values from the calculation:
HOMO level (eV): -8.31
Lowest unoccupied orbital energy (eV): 0.8
Gap between HOMO and LUMO (eV): 9.138


ii:
2 unconnected molecules or ions with the total composition C9H12N2, computed with ωB97M-V/def2-TZVPD.

Geometry as ORCA input:
```
! RIJCOSX wB97M-V def2-TZVPD def2/J DEFGRID3
* xyz 0 1
C -2.13566 0.17892 -1.33149
C -1.72881 -0.00143 0.07450
C -1.82742 1.23785 0.97249
C -0.93515 -1.05666 0.46682
C -0.27336 -1.16950 1.74268
N 0.20455 -1.24963 2.77371
C -0.63733 -2.14281 -0.37106
N -0.66923 -3.10044 -1.00838
H -2.98384 -0.40613 -1.66070
H -1.29696 -0.02535 -1.91134
H -2.43355 1.24389 -1.49440
H -2.72599 1.68163 0.58169
H -0.91043 1.72115 1.08897
H -1.98713 0.97457 2.02191
C 1.64277 1.51621 -0.07449
C 2.21660 0.31335 0.22837
C 2.62403 -0.80844 -0.58876
H 1.61575 2.31733 0.66359
H 1.29565 1.90091 -1.10655
H 2.65402 0.21779 1.26532
H 2.24106 -1.74225 -0.07821
H 3.67988 -0.92487 -0.57607
H 2.37054 -0.67610 -1.67859
*
```

Values from the calculation:
HOMO level (eV): -9.63
Lowest unoccupied orbital energy (eV): -0.4
Gap between HOMO and LUMO (eV): 9.268
Structure (SMILES): CC(C)=C(C#N)C#N.C=CC


Verdict on stability: i comes out at the bottom.


i:
5 unconnected molecules or ions with the total composition H10O5, computed with ωB97M-V/def2-TZVPD.

Geometry as ORCA input:
```
! RIJCOSX wB97M-V def2-TZVPD def2/J DEFGRID3
* xyz 1 2
O 14.34214 -3.74862 5.80581
H 13.71907 -3.76861 6.53218
H 13.87806 -3.29213 5.10404
O 17.10934 -1.18190 2.42499
H 16.77032 -0.85774 1.59059
H 18.05057 -1.27871 2.28026
O 13.17517 -0.04220 3.22483
H 12.59153 0.53994 2.73830
H 13.01764 0.17348 4.14401
O 13.80847 -2.60606 2.80576
H 13.55932 -1.69743 2.97470
H 14.38867 -2.55850 2.04593
O 11.83174 -4.48241 3.63469
H 11.56728 -3.88392 4.33333
H 12.73640 -4.23828 3.43919
*
```

Values from the calculation:
HOMO level (spin up / spin down) (eV): -14.64 / -14.58
Lowest unoccupied orbital energy (spin up / spin down) (eV): -3.9 / -11.2
Gap between HOMO and LUMO (spin up / spin down) (eV): 10.695 / 3.330
<S²>: 0.7575


ii:
5 unconnected molecules or ions with the total composition H10O5, computed with ωB97M-V/def2-TZVPD.

Geometry as ORCA input:
```
! RIJCOSX wB97M-V def2-TZVPD def2/J DEFGRID3
* xyz 1 2
O -1.49884 -1.11350 -1.48145
H -0.71067 -0.74618 -1.08132
H -2.04927 -1.36550 -0.73999
O -0.64664 3.29052 1.06067
H -0.35014 2.57875 0.49349
H -1.56932 3.40872 0.83500
O 0.52499 -0.25495 0.24697
H 0.16007 -0.01674 1.09922
H 0.88552 -1.13207 0.37696
O 1.56312 1.67344 -1.34185
H 0.86530 1.15288 -0.94396
H 1.87430 2.23826 -0.63448
O 0.45480 -2.87312 0.72736
H 0.95680 -3.68645 0.67521
H -0.46003 -3.15409 0.70810
*
```

Values from the calculation:
HOMO level (spin up / spin down) (eV): -15.13 / -15.09
Lowest unoccupied orbital energy (spin up / spin down) (eV): -4.2 / -11.8
Gap between HOMO and LUMO (spin up / spin down) (eV): 10.938 / 3.285
<S²>: 0.7559


Verdict on stability: ii comes out at the bottom.